1.
Density functional theory data (wB97M-V/def2-TZVPD) for a 2-piece molecular cluster, C19H21N2 overall at a distorted geometry.

The calculation puts the frontier orbital gap at 7.379 eV. Its charge is +1. The LUMO energy is -0.151 Ha. For the total energy, the calculation gives -845.84590 Ha. The calculation puts the max |F| at 3.226 eV/Å. The HOMO energy comes out at -11.478 eV.

Structure (XYZ):
```
42
Properties=species:S:1:pos:R:3:forces:R:3
C 0.67923 -1.95956 1.18214 1.11 0.11 -0.28
C -0.77815 -2.06510 1.16245 -0.68 -0.75 0.06
N -1.61585 -1.09892 1.09905 0.66 -1.91 0.24
C -3.02652 -1.73234 1.18714 0.03 0.83 0.06
C -2.84172 -3.26098 1.28385 -0.21 0.34 0.13
C -1.33050 -3.46545 1.25163 -0.62 0.47 -0.14
H 1.10321 -2.94042 1.04800 0.18 -0.39 0.03
H 1.07308 -1.35958 0.36562 0.02 0.22 0.10
H 1.05694 -1.59422 2.13886 -0.03 0.14 -0.04
H -3.58916 -1.33165 2.03871 0.46 0.10 -0.03
H -3.62144 -1.47701 0.31538 0.24 0.28 -0.27
H -3.26572 -3.61927 2.23050 0.02 -0.03 -0.42
H -3.35243 -3.73084 0.43606 0.14 -0.06 0.36
H -1.00091 -4.05747 0.40229 0.18 -0.03 -0.12
H -0.96972 -3.95476 2.14634 0.29 -0.11 0.22
C -1.60427 1.52347 1.52996 -0.87 -0.69 0.47
C -0.42024 0.65784 1.28121 0.75 2.59 -1.78
N 0.38673 1.04302 0.21052 -1.32 -1.48 0.93
C 1.79616 1.28375 0.14702 0.71 0.26 -0.06
C 2.68578 1.54612 1.19182 -0.31 0.03 -0.37
C 3.95043 2.04922 0.85694 -0.43 -0.13 0.02
C 4.33277 2.26313 -0.46998 -0.40 -0.39 -0.14
C 3.44230 1.97787 -1.50478 -0.09 -0.23 0.06
C 2.16514 1.52346 -1.20102 0.03 0.09 1.08
C 0.98197 1.37145 -2.01553 -1.51 -0.27 0.38
C -0.10680 1.09443 -1.13986 0.91 -0.11 0.12
C -1.35600 0.69890 -1.56280 0.05 0.25 -0.22
C -1.57253 0.72827 -2.94268 0.40 0.20 -0.04
C -0.55528 1.09691 -3.83133 0.28 -0.08 0.12
C 0.73426 1.40219 -3.37797 0.08 -0.25 0.18
H -1.70731 1.64814 2.62666 0.12 0.25 -0.63
H -1.50293 2.46100 0.99171 -0.27 0.06 0.12
H -2.45654 0.92275 1.22859 -0.46 0.92 -0.08
H 0.06999 0.38400 2.18267 0.80 -0.62 0.27
H 2.36705 1.43014 2.22772 0.25 0.05 -0.19
H 4.62832 2.31509 1.65369 0.08 -0.08 0.05
H 5.32054 2.64195 -0.69808 -0.05 0.00 0.06
H 3.69233 2.07563 -2.55584 0.22 0.29 0.17
H -2.09511 0.37157 -0.83564 -0.02 0.15 -0.43
H -2.53577 0.46348 -3.33863 -0.22 -0.09 -0.07
H -0.73928 1.08702 -4.90223 -0.09 0.04 0.21
H 1.57795 1.58677 -4.04013 -0.40 0.03 -0.15
```
Forces are in eV/Å.

***

2.
Density functional theory data (wB97M-V/def2-TZVPD) for a 2-piece molecular cluster, C19H21N2S overall at a distorted geometry.

The calculation puts the frontier orbital gap at 4.708 eV. Its charge is +1. The LUMO energy is -0.200 Ha. For the total energy, the calculation gives -1244.05411 Ha. The calculation puts the max |F| at 1.824 eV/Å. The HOMO energy comes out at -10.157 eV.

Structure (XYZ):
```
43
Properties=species:S:1:pos:R:3:forces:R:3
C -1.49664 -0.92208 3.01248 -0.30 -0.45 -0.57
C -0.71035 0.32558 3.00346 0.53 -0.11 1.74
C -1.47406 1.53764 3.39034 -0.17 0.45 -0.85
C 0.71148 0.31444 3.06990 0.90 0.10 -0.33
C 1.48125 1.52067 2.99240 -0.12 -0.05 0.30
C 2.86696 1.51160 3.09844 -0.04 0.09 -0.06
C 3.56153 0.30564 3.28095 -0.60 0.00 -0.24
C 2.83783 -0.89324 3.37828 -0.24 -0.16 0.05
C 1.44951 -0.89697 3.27881 -0.05 0.19 -0.02
H -1.06980 -1.71059 2.38980 0.05 0.18 0.18
H -1.57000 -1.28998 4.04828 0.09 0.18 -0.08
H -2.51889 -0.73559 2.66885 0.20 -0.01 0.09
H -0.95532 2.48158 3.22636 -0.02 -0.16 0.09
H -2.43171 1.57332 2.86619 0.05 -0.04 0.07
H -1.70588 1.46850 4.46585 0.15 -0.20 -0.20
H 0.96846 2.47865 2.89187 0.26 -0.34 -0.18
H 3.42120 2.45414 3.03827 -0.27 -0.40 0.01
H 4.65364 0.29615 3.33233 -0.42 0.02 0.05
H 3.36784 -1.83684 3.54194 -0.25 0.40 -0.03
H 0.90036 -1.82370 3.45103 0.26 0.20 -0.26
C 0.69663 0.84398 -5.54687 0.26 0.21 0.42
C -0.19579 0.16259 -4.71444 0.26 0.20 -0.14
C 0.01450 0.22434 -3.34163 0.04 -0.39 0.28
C 1.06151 0.94465 -2.76454 0.13 0.20 -0.85
C 1.94959 1.62802 -3.59172 -0.09 -0.07 0.05
C 1.75961 1.57376 -4.98451 -0.14 -0.16 0.16
S 1.04689 0.80927 -1.01132 -0.32 -0.09 0.02
C -0.43453 -0.17478 -1.07080 -0.58 -0.46 -0.18
N -1.10379 -0.56338 -0.04728 0.33 0.02 -0.19
C -2.23779 -1.48558 -0.29719 0.06 0.68 0.40
C -2.24828 -2.17947 -1.64042 -0.12 -0.44 -0.17
C -1.94008 -1.20508 -2.74822 0.30 0.48 0.15
N -0.73163 -0.46395 -2.38574 -0.24 0.13 -0.29
H 0.57182 0.80390 -6.63277 0.05 0.05 0.45
H -1.02910 -0.40957 -5.12105 0.29 0.22 0.04
H 2.77662 2.17634 -3.12980 -0.26 -0.12 -0.42
H 2.45159 2.09991 -5.64093 -0.16 -0.13 0.21
H -2.20024 -2.22137 0.51074 -0.24 -0.03 -0.12
H -3.18498 -0.92672 -0.20456 0.29 -0.05 0.19
H -1.53605 -3.00940 -1.65715 -0.03 0.09 -0.04
H -3.24870 -2.57813 -1.83129 0.15 -0.18 0.13
H -1.75966 -1.71786 -3.69805 -0.07 0.07 0.23
H -2.76554 -0.49042 -2.87629 0.07 -0.15 -0.10
```
Forces are in eV/Å.

***

3.
Density functional theory data (wB97M-V/def2-TZVPD) for the molecule C19H21N3O3 at a distorted geometry.

The calculation puts the frontier orbital gap at 8.576 eV. The LUMO energy is -0.017 Ha. For the total energy, the calculation gives -1126.52203 Ha. The calculation puts the max |F| at 1.430 eV/Å. As for the structure (SMILES): Cc1cc(C(=O)N2CCN(Cc3ccccc3)CC2)ccc1[N+](=O)[O-]. The HOMO energy comes out at -9.045 eV.

Structure (XYZ):
```
46
Properties=species:S:1:pos:R:3:forces:R:3
C -3.19664 -2.64476 -0.10223 0.04 -0.28 -0.09
C -3.29980 -1.19669 0.23914 -0.34 0.07 -0.03
C -2.14078 -0.48263 0.52782 -0.12 0.22 0.00
C -2.16650 0.86553 0.85186 -0.20 -0.17 0.20
C -0.87761 1.54830 1.21339 -0.17 0.13 -0.10
O -0.47320 1.54762 2.35879 0.02 -0.15 0.27
N -0.23958 2.17221 0.19749 -0.01 0.31 -0.01
C -0.59339 2.01564 -1.19164 -0.06 -0.13 -0.27
C 0.22893 0.86318 -1.80554 -0.06 -0.04 -0.06
N 1.36621 0.60353 -0.94735 0.06 -0.05 -0.12
C 2.25571 -0.41853 -1.45670 -0.10 -0.01 -0.02
C 3.18906 -0.90866 -0.37996 0.08 -0.03 -0.04
C 4.48716 -1.29219 -0.68639 -0.09 0.02 -0.02
C 5.33293 -1.76118 0.30401 0.10 -0.05 0.01
C 4.89048 -1.84416 1.61280 0.09 -0.04 0.06
C 3.59762 -1.45892 1.92652 -0.01 -0.03 0.06
C 2.75034 -0.99781 0.93575 0.01 -0.02 -0.02
C 2.03483 1.84262 -0.59816 -0.06 0.05 0.01
C 1.12985 2.60673 0.38605 0.20 0.09 0.24
C -3.38287 1.53781 0.92790 0.24 -0.14 -0.05
C -4.54667 0.85410 0.65523 -0.21 -0.16 -0.08
C -4.51137 -0.49463 0.30275 1.18 0.75 0.29
N -5.77854 -1.11574 0.01718 -0.65 -0.17 -0.07
O -5.78989 -2.17627 -0.57272 0.00 -0.21 -0.16
O -6.77975 -0.52975 0.37653 -0.25 0.04 0.06
H -2.18379 -3.00081 0.06878 0.07 0.01 0.03
H -3.88927 -3.23857 0.49117 0.04 -0.06 -0.02
H -3.46125 -2.80926 -1.14593 0.02 -0.07 0.02
H -1.18989 -0.99455 0.50288 0.10 -0.10 -0.01
H -1.66234 1.82663 -1.29060 0.12 0.09 -0.07
H -0.36231 2.95879 -1.69632 -0.09 -0.06 0.02
H 0.53242 1.13114 -2.83448 -0.03 -0.02 0.07
H -0.37211 -0.04925 -1.85599 0.00 0.03 -0.07
H 1.63442 -1.25749 -1.79213 0.03 0.08 -0.07
H 2.83575 -0.06848 -2.32994 -0.04 -0.08 0.05
H 4.83853 -1.22424 -1.70672 0.03 0.03 -0.10
H 6.34080 -2.05772 0.05280 0.08 -0.02 -0.01
H 5.55203 -2.20564 2.38607 0.06 -0.02 0.06
H 3.24718 -1.51746 2.94630 -0.03 0.00 0.09
H 1.74544 -0.68727 1.17800 -0.11 0.05 0.04
H 2.24100 2.45439 -1.49454 0.04 -0.07 0.02
H 2.98722 1.60844 -0.12213 -0.02 0.09 -0.04
H 1.39368 2.38091 1.42062 0.01 0.07 -0.15
H 1.20164 3.68736 0.22664 0.03 -0.05 0.05
H -3.40938 2.58142 1.19935 -0.03 0.11 0.03
H -5.50628 1.34630 0.70365 0.01 0.01 0.01
```
Forces are in eV/Å.

***

4.
Density functional theory data (wB97M-V/def2-TZVPD) for the molecule C19H21N3O3.

The calculation puts the frontier orbital gap at 8.679 eV. The LUMO energy is 0.026 Ha. For the total energy, the calculation gives -1126.65184 Ha. The calculation puts the max |F| at 0.750 eV/Å. As for the structure (SMILES): CCOc1ccccc1OCCCC(=O)Nc1nc2ccccc2[nH]1. The HOMO energy comes out at -7.975 eV.

Structure (XYZ):
```
46
Properties=species:S:1:pos:R:3:forces:R:3
C -1.25302 -2.34550 -2.95884 0.16 0.30 0.29
C -1.27208 -1.05403 -2.14670 -0.45 -0.22 -0.30
O -0.04199 -0.80646 -1.49743 0.39 -0.10 0.38
C 0.30472 -1.54287 -0.40417 0.24 0.06 -0.15
C -0.53081 -2.38687 0.30613 -0.06 0.14 -0.21
C -0.05929 -3.07010 1.41930 0.06 -0.07 0.11
C 1.25206 -2.92845 1.81602 -0.08 -0.08 0.09
C 2.10547 -2.08550 1.11550 0.14 0.16 -0.15
C 1.64321 -1.37657 0.02302 -0.21 -0.06 -0.17
O 2.36472 -0.48991 -0.72159 -0.24 -0.09 0.01
C 3.69802 -0.17171 -0.38371 0.49 -0.01 -0.09
C 3.95524 1.22805 -0.94244 -0.15 -0.27 0.21
C 3.39912 2.30579 0.00215 0.04 -0.19 0.00
C 2.05037 1.88454 0.55264 0.34 0.52 -0.11
O 1.92891 1.35842 1.64146 0.01 -0.17 0.20
N 0.99419 2.15743 -0.26175 -0.15 0.13 -0.15
C -0.30304 1.75543 -0.02763 -0.51 -0.06 0.12
N -1.29216 2.04321 -0.82667 0.49 0.32 -0.33
C -2.38857 1.44168 -0.25686 0.09 -0.36 0.63
C -3.71021 1.39012 -0.68219 0.13 0.01 0.04
C -4.60426 0.67329 0.08753 -0.17 -0.01 -0.09
C -4.20952 0.01842 1.25478 -0.04 -0.09 0.10
C -2.90177 0.06074 1.70025 0.10 -0.04 0.09
C -2.00123 0.77900 0.93466 -0.54 0.19 -0.48
N -0.65647 1.01800 1.05969 0.29 0.10 0.02
H -1.10134 -3.20578 -2.31099 -0.02 -0.11 0.00
H -2.19675 -2.46073 -3.48460 -0.11 -0.04 -0.06
H -0.44382 -2.31422 -3.68413 0.06 -0.02 -0.09
H -1.40107 -0.19227 -2.80660 -0.07 -0.08 0.14
H -2.10226 -1.05693 -1.43045 0.08 0.08 -0.04
H -1.55982 -2.51489 0.00989 -0.09 0.03 -0.08
H -0.72829 -3.71949 1.96316 -0.05 -0.07 0.05
H 1.62730 -3.47028 2.67053 0.03 -0.05 0.07
H 3.13119 -1.99439 1.43519 0.10 0.06 0.00
H 3.84561 -0.16840 0.70140 -0.03 -0.04 -0.07
H 4.37871 -0.90672 -0.83525 -0.10 0.06 0.10
H 3.46331 1.28740 -1.91449 0.10 -0.02 -0.07
H 5.02491 1.38493 -1.08308 -0.02 0.01 -0.05
H 3.32212 3.26098 -0.51790 0.01 0.05 0.04
H 4.07194 2.41898 0.85399 -0.14 0.05 -0.02
H 1.14016 2.56494 -1.17333 0.03 -0.04 0.10
H -4.01474 1.89128 -1.58683 -0.04 0.07 -0.12
H -5.63813 0.61233 -0.21957 -0.08 0.00 -0.03
H -4.94407 -0.53478 1.82121 -0.05 -0.04 0.05
H -2.59131 -0.44842 2.59995 0.00 -0.07 0.10
H -0.00439 0.70204 1.76300 0.01 0.04 -0.07
```
Forces are in eV/Å.

***

5.
Density functional theory data (wB97M-V/def2-TZVPD) for the molecule C19H21N3O5S at a distorted geometry.

The calculation puts the frontier orbital gap at 8.615 eV. The LUMO energy is -0.014 Ha. For the total energy, the calculation gives -1675.17274 Ha. The calculation puts the max |F| at 1.290 eV/Å. As for the structure (SMILES): CCN(CC)S(=O)(=O)c1cccc(NC(=O)/C=C/c2cccc([N+](=O)[O-])c2)c1. The HOMO energy comes out at -9.001 eV.

Structure (XYZ):
```
49
Properties=species:S:1:pos:R:3:forces:R:3
C -1.70190 0.68239 1.72347 0.15 0.03 0.29
C -0.48870 0.97967 2.59528 -0.56 -0.54 0.02
N 0.60557 1.50224 1.78525 0.62 -0.73 -0.48
C 1.33269 2.63335 2.33703 0.46 0.50 0.03
C 2.11288 3.36889 1.25722 -0.07 0.08 0.26
S 1.61641 0.31304 1.15153 -0.17 0.20 -0.24
O 0.88846 -0.92625 1.15433 -0.15 0.27 0.02
O 2.90640 0.34473 1.77648 0.07 0.23 -0.10
C 1.79277 0.81347 -0.56569 0.09 -0.14 0.35
C 3.04194 0.98052 -1.13093 0.11 -0.06 0.18
C 3.12768 1.35179 -2.46473 -0.06 0.00 0.08
C 1.98270 1.49456 -3.22792 -0.13 -0.05 0.07
C 0.72516 1.26781 -2.66687 0.43 -0.09 0.49
N -0.42090 1.33692 -3.45843 -0.05 0.37 -0.43
C -1.54944 0.55289 -3.35488 -0.03 0.09 -0.10
O -2.54833 0.81777 -3.98679 -0.19 -0.02 -0.01
C -1.38258 -0.60867 -2.46116 -0.44 -0.48 0.13
C -2.35425 -1.08910 -1.68112 0.28 0.44 -0.54
C -2.15334 -2.09061 -0.64555 0.05 -0.53 0.47
C -3.22495 -2.47820 0.16559 0.17 0.07 -0.15
C -3.03592 -3.31004 1.25549 0.02 0.00 -0.01
C -1.76774 -3.75961 1.57914 0.28 -0.04 -0.02
C -0.70617 -3.39957 0.75917 -1.19 0.39 -0.32
N 0.63123 -3.84072 1.07689 0.34 -0.31 0.02
O 1.46035 -3.79417 0.19715 0.29 0.03 -0.21
O 0.82738 -4.25454 2.19726 0.12 -0.11 0.39
C -0.88694 -2.59566 -0.34956 -0.03 -0.12 0.08
C 0.64131 0.96980 -1.30558 -0.04 0.15 -0.18
H -1.99023 1.56848 1.16271 -0.06 0.10 -0.06
H -2.53629 0.37056 2.34655 -0.15 -0.07 0.01
H -1.46413 -0.12204 1.03428 -0.06 -0.06 -0.08
H -0.17503 0.06325 3.10513 -0.14 0.14 0.16
H -0.74653 1.72362 3.35186 0.18 -0.01 -0.08
H 2.02424 2.30010 3.12191 -0.14 0.13 0.04
H 0.59727 3.31102 2.77812 0.01 -0.15 -0.05
H 2.95337 2.76848 0.92513 0.13 0.10 -0.06
H 2.49225 4.30489 1.66024 0.09 0.07 0.00
H 1.47102 3.58483 0.40639 -0.04 0.06 -0.09
H 3.91880 0.82532 -0.52362 0.16 0.03 0.04
H 4.09389 1.51113 -2.91793 0.08 0.01 -0.03
H 2.05686 1.76024 -4.27217 0.00 -0.01 -0.12
H -0.43157 2.01317 -4.21148 -0.13 -0.10 0.12
H -0.39007 -1.03294 -2.44650 0.05 -0.06 0.13
H -3.34031 -0.64663 -1.74072 -0.08 0.10 -0.05
H -4.21400 -2.10564 -0.05781 -0.10 0.06 -0.02
H -3.87832 -3.59341 1.86781 -0.05 -0.03 0.05
H -1.58657 -4.37874 2.44397 0.01 -0.02 0.03
H -0.01550 -2.34246 -0.92956 0.04 0.06 -0.02
H -0.31094 0.85406 -0.81640 -0.17 0.06 0.00
```
Forces are in eV/Å.

***

Among the records above, which one has the lowest max |F|? number 4

***

Which formula does entry 5 have? C19H21N3O5S